Here is a 16-piece molecular cluster, C81H174O48 overall from OMol25. Energies are from the ωB97M-V functional and the def2-TZVPD basis.

max |F|	4.656	eV/A
multiplicity	1
gap between HOMO and LUMO	9.132	eV
E_HOMO	-8.682	eV
LUMO level	0.450	eV
E_tot	-6801.441949	Eh
net charge	0
molecular weight	1916.2	g mol⁻¹
relative energy (zero: lowest compared OMol25 entry of this formula, charge and spin)	0.0	kcal/mol

Each line ends with the Mulliken charge.
Element x y z (Å)
O 2.83074 0.09413 -1.37254  1.19
O -5.16427 4.56227 -3.75936  -0.52
O -1.26236 4.62210 3.47214  0.18
O 5.46976 -5.88768 1.31041  -0.52
O 2.19564 5.17924 2.09723  -0.50
O -3.39262 5.17829 5.53906  -0.62
O -7.27934 1.11465 -1.36761  -0.28
O -3.11123 -5.16813 -2.79732  -0.34
O 0.96553 -3.27561 0.61288  0.00
O 5.20054 3.35796 -2.35255  0.14
O -2.09607 5.17904 1.40999  -0.23
O 0.00376 2.38872 -8.84979  -0.38
O -3.94354 0.48207 -4.63503  -0.29
O -3.28370 1.29798 -1.02170  1.27
O -2.30836 2.22233 -6.17209  -0.48
O -0.46301 -1.73446 -3.77723  0.16
O -0.55508 6.47275 2.43056  -0.46
O -7.94031 -8.02580 2.63289  -0.35
O -5.79691 -3.01213 3.54845  -0.50
O 3.17906 0.56334 -5.70028  0.26
O 1.71873 1.17159 6.59148  0.19
O -2.99775 3.05866 5.08172  -0.35
O -6.54426 -5.95001 4.26897  -0.31
O -9.97657 0.18916 -0.67455  -0.18
O 0.92528 2.63489 2.71458  0.58
O 6.51671 0.84410 1.00258  -0.54
O 7.37326 -3.49864 0.73102  -0.45
O 4.95594 5.94641 1.17557  -0.27
O 5.70220 2.28115 3.43919  0.73
O 5.06385 -1.59784 -5.09413  -0.27
O -5.59379 5.27764 -1.70725  -0.38
O 1.74369 2.95484 -3.37274  0.17
O -4.05788 -5.57170 -0.78724  -0.30
O 0.86639 5.58685 -2.02892  0.18
O 6.08773 0.51951 5.82001  -0.20
O -1.56813 -2.80138 -1.35623  0.17
O 3.90173 -2.06040 3.02611  -0.33
O -3.49348 5.36864 -2.49722  -0.23
O -1.13837 -1.15174 2.98252  0.41
O -12.86536 0.45067 -1.33833  -0.30
O -0.44213 -2.21010 4.83319  -0.51
O -4.24247 4.25942 3.68356  -0.46
O -1.79771 -0.53820 5.04186  -0.19
O 4.11069 -8.30306 1.21015  -0.25
O -5.05988 -4.18185 -2.25656  -0.58
O 7.16914 -3.54219 -4.47983  -0.42
O -0.56380 0.92087 -0.62723  1.13
O 2.29840 -1.46781 5.66737  -0.27
C -4.76630 5.66880 -0.58077  0.19
C -0.30571 5.22909 4.42789  0.63
C 2.76375 -2.71394 3.49362  0.47
C -9.29808 -8.31108 2.73892  -0.81
C 2.84676 3.95192 2.13511  -0.28
C -3.84427 1.86092 -4.45567  0.01
C -8.79443 -0.22695 0.09273  -0.92
C -1.43975 -2.49224 0.06197  0.99
C 1.42611 0.11882 -1.42395  -0.35
C -4.62103 -2.50183 3.09012  -0.67
C 4.93141 -6.30478 0.07111  0.73
C -11.98128 -0.48136 -1.87231  -0.58
C 4.36940 0.44707 -6.41341  -0.33
C -2.13473 -1.77636 -2.18178  0.43
C 3.03909 0.54992 6.66590  -1.02
C 7.02264 1.38810 5.23994  -0.79
C -2.41881 2.24879 -4.76636  1.19
C 5.23142 5.55044 -0.11764  -1.06
C -2.11630 -5.92382 -2.06895  0.68
C 3.82798 6.77539 1.20768  -1.10
C 2.46423 6.01256 1.03971  1.09
C 1.66136 -3.77666 -0.52829  0.19
C -1.29156 1.65586 0.29003  1.01
C 2.25550 3.09241 3.15550  1.17
C -4.11976 -4.86496 -1.96372  0.81
C 3.16649 -0.43554 5.59587  1.81
C -1.80529 -2.08269 -3.57278  -1.32
C 0.17455 4.80543 -2.97766  -0.84
C 2.74376 -2.63167 5.01680  -1.52
C -3.98322 3.02380 2.98387  1.32
C 5.25258 -4.50923 1.53890  0.27
C 6.47472 2.81700 2.39193  -1.49
C 6.23379 2.52677 4.69514  -0.63
C 6.17143 0.27695 -0.27288  0.31
C 6.26942 -1.23602 -4.43317  0.59
C -3.46758 4.25235 4.80315  0.72
C 2.84583 3.29129 -2.52685  -0.09
C -7.10417 2.51668 -1.65379  -0.65
C -0.01028 -1.68647 -5.07429  -0.67
C 6.66752 -2.50885 -3.66621  -0.32
C 5.95300 2.16276 1.10146  0.46
C 4.12533 3.22063 -3.29045  -0.76
C 4.38567 -9.67416 1.51246  -0.74
C -1.35465 5.38615 2.37608  0.32
C -1.22839 2.14457 -8.12117  -0.70
C -4.07932 0.61368 -0.08275  -0.21
C -0.46731 -3.56401 0.65030  -1.10
C -2.48054 2.26001 -0.40664  0.14
C -1.25359 -0.76159 6.40883  -0.15
C 1.77292 2.46568 7.03639  -0.91
C 2.46342 1.74719 -6.03582  -0.13
C 0.01903 6.60604 3.74183  -0.39
C 6.42610 2.95793 -2.94820  -1.02
C 8.07792 -4.58363 0.25304  -0.61
C -2.87832 -6.40209 -0.87341  -0.50
C 4.82929 -0.99446 -6.36295  -0.94
C 0.20398 1.86469 3.70475  1.69
C -6.05980 -4.17285 2.79350  -0.57
C -10.97497 -0.79982 -0.76976  -0.56
C -3.54083 6.10412 -1.24532  -0.01
C 0.77744 0.88270 -0.32778  0.62
C 5.92075 -3.50865 0.64619  1.04
C -4.75136 5.00652 -2.74949  0.48
C 6.73668 -0.73065 6.10631  -1.00
C -3.49108 2.12941 4.05717  0.19
C -1.06443 2.36018 -6.69044  0.90
C 3.80742 -0.98976 2.09969  0.36
C 3.23225 -0.85443 -2.35466  0.11
C -7.76936 0.93015 -0.04058  -0.25
C 0.51631 3.41052 -2.77659  1.77
C -5.21247 -0.09197 -4.28503  -0.67
C 4.78229 -7.80284 0.08924  -0.83
C -7.19041 -8.21438 3.74796  -0.59
C 8.40670 -3.26315 -5.19909  -0.72
C 0.49204 6.99766 -2.01799  -0.64
C -7.34318 -6.94985 4.72622  -0.62
C -13.59199 1.08261 -2.36118  -0.70
C 0.20252 1.40658 -9.92561  -0.84
C -7.14312 -5.08889 3.31767  -0.35
C -0.66778 -2.18572 6.27224  -0.19
C -1.09222 -1.28623 4.17939  -0.14
H 5.50461 -9.85504 1.57456  0.32
H -4.54294 -1.48560 3.49684  0.16
H -1.99106 2.86588 -8.50984  0.24
H 1.70343 6.75083 0.97029  0.59
H 0.99623 -1.42567 -5.08640  -0.02
H 0.30699 -2.16796 6.71984  0.16
H -1.26142 -5.26605 -1.79516  -0.52
H -1.61837 1.14672 -8.31011  0.46
H 5.76056 -2.87645 -3.18455  -0.08
H -0.21481 2.75040 -3.13993  -0.79
H 2.70287 4.30990 -2.19591  0.31
H 3.13820 -1.88264 -2.07619  -0.11
H 4.04796 -10.42654 0.77610  0.28
H -5.17765 -4.79480 2.67249  0.30
H 1.11644 -3.60291 -1.47636  0.03
H -1.87512 -3.14702 -3.73111  0.48
H 7.10342 -1.30063 5.21607  0.32
H -2.08737 2.86394 -1.22448  -0.67
H 7.07391 -0.95780 -5.18790  0.70
H 5.90129 -1.32514 6.47810  0.29
H 4.83481 2.19645 1.06171  -0.19
H -6.37877 2.94255 -0.94850  0.16
H -4.93297 2.61112 2.60787  0.36
H 2.52676 5.41317 0.12985  -1.16
H -4.62855 2.29995 -5.09833  0.48
H 5.05312 1.19601 -5.97865  0.26
H 2.78953 3.44253 1.17603  -0.57
H 1.17341 7.45962 -1.31765  0.18
H -10.46753 -1.72864 -0.97347  0.40
H -2.37218 -2.61659 0.57479  0.35
H 5.54896 -5.95079 -0.76703  0.21
H -2.42476 -1.51325 -4.25723  0.54
H -7.50742 -5.70138 2.45875  0.32
H -7.11186 -7.08378 5.79119  0.41
H -0.58558 0.08982 6.74412  -0.09
H 4.52375 4.89219 -0.57546  0.58
H 5.61539 -2.53102 0.99160  -0.48
H -8.04184 -4.50481 3.66503  0.28
H 2.63531 -3.30057 -0.49408  -0.61
H 8.18044 -2.75374 -6.16931  0.22
H 2.20074 2.54149 8.05589  0.40
H 3.00154 0.06266 4.60757  -0.66
H -3.25978 -1.75514 -2.03788  0.03
H -1.28155 -3.05797 6.56362  0.37
H 2.30689 3.18880 6.38206  0.21
H -0.98589 -1.51920 0.24853  -0.73
H 9.10635 -4.27320 0.23585  0.32
H -9.60490 -8.34061 3.76264  0.42
H 3.79838 7.27917 2.14716  0.35
H -1.72085 1.44302 -4.29448  -0.76
H 6.29819 2.71253 0.25452  0.32
H 3.07772 0.04759 7.67599  0.27
H -0.61502 -4.59480 0.23257  0.17
H 5.70235 -1.20442 -7.04142  0.37
H 7.54696 -0.66320 6.79961  0.39
H -6.17595 -8.23792 3.44054  0.37
H 7.56942 2.70654 2.47141  0.49
H 2.99279 2.28606 3.38209  -0.51
H 6.16961 5.06242 -0.06135  0.22
H -4.64347 -2.34829 2.02322  0.44
H 1.82753 -2.29470 3.10921  -0.34
H -0.58283 7.05892 -1.76397  0.00
H 2.95641 -0.32369 2.19391  -0.22
H -0.89133 4.94171 -2.82456  0.08
H -7.48325 -9.13647 4.28520  0.38
H 6.69909 -0.67985 -0.44807  0.23
H -4.87999 0.02183 -0.58481  0.29
H 0.73430 2.79061 7.22538  0.19
H 6.34223 3.95832 2.29825  0.23
H 0.93479 0.37725 0.59678  0.27
H 4.11546 3.92069 -4.09919  0.59
H 1.74451 -4.85126 -0.46714  0.41
H 2.92592 -3.77561 3.27421  0.53
H -2.07283 3.24439 -4.38197  0.11
H -9.49858 -9.21349 2.20700  0.27
H 4.30209 -7.99100 -0.86555  0.32
H 5.86274 -8.14331 0.19846  0.33
H 6.05644 -0.38288 -3.73089  -0.87
H 4.17010 0.63620 -7.49198  0.32
H 3.92717 7.51653 0.42500  0.52
H -0.69654 3.35447 -6.40103  0.09
H -14.36660 1.74592 -1.90680  0.23
H -2.13084 -0.78977 7.04875  0.34
H -1.69387 -0.85442 -1.87170  -0.76
H 6.77837 3.50325 4.71122  0.30
H -5.19486 -1.08139 -4.55374  0.43
H -0.40240 1.53216 -6.24318  -0.59
H 4.21916 -0.77534 5.52932  -0.41
H 4.16496 -4.27088 1.45590  -0.40
H -2.41505 -6.37540 0.09080  0.35
H 4.24679 -0.60405 -2.66312  -0.47
H 3.66350 -1.36252 1.06570  -0.07
H 2.09671 3.79974 4.06105  -0.51
H -3.19499 -7.43737 -1.06343  0.26
H 5.33677 2.59062 5.28904  0.14
H 2.06093 -3.45066 5.27475  0.51
H -0.77330 5.43365 5.38068  0.56
H 7.79221 -4.82751 -0.80356  0.20
H -8.30562 1.80899 0.27683  0.53
H -4.19175 2.11201 -3.39326  -0.43
H -9.93154 -7.53041 2.26961  0.24
H 7.61013 1.81544 6.03569  0.50
H 7.45528 -2.24126 -2.89770  0.34
H -3.03200 2.86782 0.33126  -0.77
H -0.58674 1.31039 -10.64950  0.36
H 5.08798 0.05166 -0.23285  -0.21
H -14.04632 0.27292 -2.92543  0.31
H -1.59829 1.09316 1.19199  -0.58
H -3.55702 7.19840 -1.54528  0.35
H 0.41677 0.44999 -9.47284  0.33
H -6.96028 0.78875 0.64689  0.19
H -4.66221 4.79222 -0.00327  -0.24
H 0.73262 0.91428 3.84346  -0.45
H -4.75469 1.25518 0.48624  -0.28
H -3.26523 3.28195 2.18054  -1.08
H -0.68490 2.50645 0.58195  -0.01
H 6.37684 0.96885 -1.12880  -0.18
H -2.69580 6.03697 -0.62674  -0.16
H -0.00348 -2.66838 -5.53371  0.25
H 1.15253 1.68000 -10.33018  0.30
H 2.76919 2.72596 -1.63888  -0.03
H 7.09932 2.86403 -2.14448  0.46
H 7.56507 0.91997 4.44250  0.40
H -8.95598 -0.37689 1.20016  0.27
H 8.01372 -5.48375 0.88180  0.21
H -8.39012 -6.72710 4.71425  0.37
H 9.19500 -2.74144 -4.65216  0.33
H -0.50433 7.45396 4.24953  0.39
H -8.43776 -1.17624 -0.29600  0.43
H 0.06702 2.42224 4.64956  -0.08
H 0.53173 4.59728 4.58143  -0.98
H -5.34308 0.05728 -3.17752  -0.01
H -0.71442 1.58804 3.20926  -1.65
H 0.37629 5.16656 -4.00365  0.56
H -3.69637 -2.96633 3.45713  0.32
H -1.69579 -6.71033 -2.77923  0.41
H -0.58386 -1.02370 -5.70046  0.23
H 8.73742 -4.27109 -5.42983  0.28
H 3.89695 -5.84287 -0.09648  -0.35
H 0.98602 -0.87137 -1.43638  0.40
H 3.80553 1.31364 6.61504  0.37
H 5.28882 6.48879 -0.71968  0.39
H 6.43320 1.99443 -3.44297  0.15
H -8.09421 2.96288 -1.51683  0.57
H -3.47190 -0.04332 0.56423  -0.36
H 0.53421 3.16391 -1.66674  -0.28
H 1.14031 1.94255 -0.21556  -1.07
H -11.50252 -0.93115 0.16461  0.28
H 1.04955 6.90624 3.60319  0.21
H 4.72667 -0.35879 2.19207  0.08
H 0.61117 7.41768 -3.00989  0.34
H 2.71296 -0.68297 -3.29818  -0.37
H -6.26747 -3.86474 1.78552  0.44
H 3.93678 4.07894 2.35999  0.53
H -6.06620 0.51369 -4.65222  0.27
H 4.05663 -1.65326 -6.81767  0.34
H -5.25332 6.44130 0.03630  0.44
H -12.92358 1.68085 -3.05690  0.27
H 1.13570 0.61531 -2.35982  -0.81
H -6.66245 2.65773 -2.66548  0.10
H -2.69577 1.39271 3.84120  -0.61
H 1.55406 1.74167 -5.44070  -0.50
H -4.25898 1.48817 4.50721  0.26
H -11.49519 -0.21092 -2.81073  0.36
H 2.11520 1.84353 -7.08128  0.42
H 3.71157 -2.85295 5.51933  0.39
H -12.53540 -1.43758 -2.12505  0.37
H 6.82936 3.66836 -3.67038  0.32
H 5.63708 -3.58943 -0.40762  -0.09
H 2.98709 2.66978 -5.73395  0.18
H 3.91033 -9.81630 2.47486  0.23
H -0.60975 -3.48629 1.72513  0.09
H 5.55179 -4.46893 2.54415  0.45
H 4.28139 2.25512 -3.82723  -0.37